No. 1
Entry from the Open Molecules 2025 dataset: a cluster of 4 separate species, C4H13NO3 in total in a non-equilibrium geometry (ωB97M-V/def2-TZVPD).

Results
Total charge: 0
Energy relative to the best compared isomer or geometry (same formula, charge and spin): 13.199 eV
LUMO energy: -4.6 eV
Frontier orbital gap: 4.1 eV

Each line ends with the Mulliken charge.
CARTESIAN COORDINATES (ANGSTROEM)
C  -0.50345  1.40021  -0.00243  -0.602
C  0.44444  0.60885  -0.65781  0.324
C  1.74793  0.39073  0.06894  -0.978
O  0.92928  -2.42155  -0.76142  -0.731
N  -0.61949  -1.18207  0.69396  -0.392
C  -0.92146  -0.27976  -0.34870  -0.474
O  -2.52294  1.18291  -1.69373  -0.755
H  -1.08171  2.07328  -0.62497  0.343
H  -0.48794  1.58976  1.05067  0.270
H  0.64201  0.59630  -1.72149  0.530
H  2.08303  -0.64232  -0.06678  0.314
H  2.54469  1.08425  -0.16060  0.418
H  1.42883  0.48043  1.18707  0.166
H  0.77156  -3.37795  -0.73877  0.246
H  0.01724  -1.93115  0.19849  0.447
H  -2.00884  0.06788  -0.21347  0.444
H  -0.92867  -0.87315  -1.25635  0.412
H  -3.44720  1.24065  -1.95857  0.193
H  1.37289  0.38296  3.08200  0.219
H  -0.10531  -0.72134  1.47560  0.446
O  0.64509  0.33109  2.44836  -0.842



No. 2
Entry from the Open Molecules 2025 dataset: a structure of composition C3H5O3PS in a non-equilibrium geometry (ωB97M-V/def2-TZVPD).

Results
Total charge: -2
Energy relative to the best compared isomer or geometry (same formula, charge and spin): 0.990 eV
LUMO energy: 6.2 eV
Frontier orbital gap: 6.2 eV

Each line ends with the Mulliken charge.
CARTESIAN COORDINATES (ANGSTROEM)
C  0.03292  -1.43637  -1.85758  -0.831
C  0.41110  -0.64104  -0.85226  0.232
C  -0.41462  0.32814  -0.20825  -0.805
O  0.96040  1.14178  1.98697  -0.451
O  -0.20372  -1.10092  2.14471  -0.800
O  -1.61186  1.04740  2.14742  -0.801
P  -0.40804  0.30119  1.65363  0.913
S  0.57768  2.43920  -0.62116  -0.787
H  0.67607  -2.20081  -2.27593  0.238
H  -0.96315  -1.38887  -2.27163  0.260
H  1.40864  -0.74487  -0.43868  0.231
H  -1.40441  0.49028  -0.62860  0.344
H  0.93900  1.76490  1.22137  0.256



No. 3
Entry from the Open Molecules 2025 dataset: an isolated molecule of C15H17NO7 (ωB97M-V/def2-TZVPD).

Results
Total charge: 0
Energy relative to the best compared isomer or geometry (same formula, charge and spin): 0.052 eV
Structure (SMILES): COc1cc(OC)cc(C(=O)NCC(=O)O[C@H]2CCOC2=O)c1
LUMO energy: 0.5 eV
Frontier orbital gap: 9.2 eV

Each line ends with the Mulliken charge.
CARTESIAN COORDINATES (ANGSTROEM)
C  3.72213  3.16187  -2.29300  -0.860
O  2.57735  2.85439  -1.53300  -0.413
C  1.79434  1.81914  -1.92803  0.828
C  2.04756  1.01163  -3.02490  -0.271
C  1.17716  -0.03181  -3.35107  0.270
O  1.52295  -0.73972  -4.46078  -0.454
C  0.68762  -1.79314  -4.87705  -0.825
C  0.06398  -0.28458  -2.56380  -0.658
C  -0.18577  0.53073  -1.45941  0.273
C  -1.37427  0.31327  -0.58859  0.369
O  -1.99335  1.21515  -0.06420  -0.660
N  -1.74095  -0.99776  -0.44526  -0.235
C  -2.74441  -1.33273  0.53067  -0.917
C  -2.25026  -1.22652  1.96659  0.721
O  -2.94055  -1.37442  2.93750  -0.589
O  -0.94606  -0.93140  2.01334  -0.261
C  -0.39045  -0.76802  3.30788  0.074
C  -0.86237  0.47397  4.06084  -0.691
C  -1.10186  -0.04136  5.48895  -0.465
O  -1.13621  -1.46101  5.43198  -0.369
C  -0.78772  -1.93519  4.24387  0.607
O  -0.73185  -3.09379  3.96069  -0.595
C  0.65985  1.57849  -1.14885  -1.164
H  4.43237  2.32908  -2.30350  0.340
H  4.17928  4.01941  -1.80206  0.240
H  3.46061  3.42988  -3.32120  0.349
H  2.90126  1.15752  -3.66549  0.497
H  -0.32178  -1.43867  -5.10802  0.335
H  0.63283  -2.58532  -4.12332  0.336
H  1.14491  -2.19045  -5.78172  0.246
H  -0.62958  -1.07102  -2.81275  0.675
H  -1.04844  -1.70196  -0.64598  0.333
H  -3.57456  -0.62581  0.42719  0.283
H  -3.12044  -2.34385  0.36249  0.449
H  0.69189  -0.79162  3.14822  0.432
H  -0.12912  1.27633  4.03710  0.428
H  -1.78936  0.83564  3.61671  0.253
H  -2.05372  0.29470  5.90446  0.308
H  -0.29196  0.24557  6.16789  0.274
H  0.44894  2.21340  -0.30440  0.507



No. 4
Entry from the Open Molecules 2025 dataset: a cluster of 2 separate species, C3H10N2O in total in a non-equilibrium geometry (ωB97M-V/def2-TZVPD).

Results
Total charge: 0
Energy relative to the best compared isomer or geometry (same formula, charge and spin): 3.112 eV
Structure (SMILES): [H]/N=C\N.CCO
LUMO energy: 0.7 eV
Frontier orbital gap: 10.4 eV

Each line ends with the Mulliken charge.
CARTESIAN COORDINATES (ANGSTROEM)
H  -3.56248  -1.38571  1.94214  0.222
N  -2.88446  -0.68424  1.83565  -0.523
C  -2.85223  -0.18342  0.68102  0.103
N  -3.58548  -0.27218  -0.50890  -0.409
H  -2.26915  0.82945  0.40882  0.186
H  -3.94720  0.60906  -0.85809  0.224
H  -3.89429  -1.16016  -0.75257  0.197
C  4.10484  -0.07242  -0.27818  -0.891
C  2.56105  -0.01702  -0.34781  -0.260
O  2.13585  1.26307  -1.00300  -0.523
H  4.47284  0.92598  -0.47064  0.310
H  4.52075  -0.29015  0.77801  0.232
H  4.42217  -0.96665  -0.82759  0.240
H  2.00324  -0.14284  0.62900  0.251
H  2.12426  -0.89901  -0.86982  0.300
H  1.45068  0.70760  -1.57265  0.339



No. 5
Entry from the Open Molecules 2025 dataset: a structure of composition C41H41IrN5OPS2 in a non-equilibrium geometry (ωB97M-V/def2-TZVPD).

Results
Total charge: 0
Energy relative to the best compared isomer or geometry (same formula, charge and spin): 2.545 eV
LUMO energy: 0.0 eV
Frontier orbital gap: 6.5 eV

Each line ends with the Mulliken charge.
CARTESIAN COORDINATES (ANGSTROEM)
Ir  -1.01034  -0.24901  1.59690  2.102
C  2.97839  0.39649  3.23971  -1.982
C  1.67179  -0.25634  2.90234  1.416
N  0.65727  0.45251  2.50064  0.564
N  0.85240  1.83719  2.51330  -1.013
C  0.05850  2.55245  1.82068  0.496
S  -1.38777  1.79277  1.04419  -0.801
S  0.12700  4.30511  1.89283  -0.148
C  1.65407  4.73513  0.96589  -0.485
C  1.37702  5.45420  -0.32111  0.146
C  1.08638  4.77078  -1.49615  0.619
C  0.82502  5.46048  -2.67017  -1.069
C  0.84152  6.84744  -2.68342  -0.506
C  1.12673  7.54151  -1.51524  -0.622
C  1.39418  6.84788  -0.34445  -0.682
C  1.58707  -1.71806  2.98330  0.369
C  2.76859  -2.46439  3.04639  -0.779
C  2.76872  -3.83914  3.17791  -0.957
C  1.55167  -4.50613  3.27021  -0.509
C  0.36479  -3.80526  3.22095  -0.339
C  0.33462  -2.41143  3.06508  0.624
O  -0.81429  -1.79278  3.08681  -1.305
H  2.86420  1.46027  3.40573  0.479
H  3.65218  0.25781  2.38854  0.317
H  3.43094  -0.07679  4.10887  0.493
H  2.22982  3.81830  0.84411  -0.162
H  2.21847  5.38919  1.62985  0.576
H  1.06926  3.69158  -1.50112  0.610
H  0.60657  4.90649  -3.57520  0.485
H  0.63822  7.38612  -3.60039  0.386
H  1.14570  8.62411  -1.51613  0.379
H  1.62160  7.39397  0.56461  0.390
H  3.71988  -1.95418  2.96684  0.387
H  3.70037  -4.38792  3.20703  0.400
H  1.53458  -5.58413  3.38383  0.420
H  -0.58929  -4.31101  3.30809  0.239
C  4.43560  1.29445  -3.69671  -0.605
C  4.36057  2.02132  -2.51904  -0.619
C  3.36410  1.73679  -1.59348  -0.725
C  2.41718  0.74127  -1.82805  0.274
C  2.53061  -0.00403  -3.00386  -0.270
C  3.52347  0.27303  -3.93158  -0.778
P  1.11018  0.48443  -0.52881  0.628
C  1.10697  -1.35137  -0.66052  0.151
C  -0.00894  -2.18295  -0.65902  0.634
C  0.12171  -3.55468  -0.48642  -0.324
C  1.37353  -4.12470  -0.31359  -0.832
C  2.49644  -3.31104  -0.33325  -0.775
C  2.36393  -1.94092  -0.49674  -0.552
C  -0.26035  1.33898  -1.44585  0.063
C  -0.36522  1.40047  -2.83554  -0.049
C  -1.29077  2.23056  -3.45459  -0.987
C  -2.11135  3.05294  -2.70543  -0.942
C  -2.03673  3.01151  -1.32041  -1.076
C  -1.14593  2.14635  -0.70833  0.919
H  5.20873  1.51031  -4.42367  0.385
H  5.08082  2.80386  -2.31327  0.447
H  3.32821  2.29308  -0.66336  0.204
H  1.84774  -0.82660  -3.18478  0.455
H  3.58993  -0.31442  -4.83981  0.431
H  -0.99353  -1.76589  -0.79379  -0.436
H  -0.76713  -4.17583  -0.47762  0.377
H  1.47495  -5.19085  -0.15399  0.377
H  3.48194  -3.74086  -0.20085  0.412
H  3.25354  -1.32156  -0.49719  0.460
H  0.29140  0.80284  -3.45183  0.423
H  -1.35489  2.23869  -4.53624  0.462
H  -2.81347  3.71920  -3.19106  0.427
H  -2.69265  3.62427  -0.71351  0.478
C  -3.89716  -4.61298  2.09670  -0.576
C  -3.80707  -3.48114  3.10184  -0.865
N  -3.39275  -2.25892  2.43996  -0.131
C  -3.42220  -2.05373  1.10522  0.372
N  -2.76500  -1.02756  0.60721  -0.351
C  -3.09355  -0.56819  -0.73740  -0.063
C  -4.30596  -1.24909  -1.35088  -0.993
C  -4.20668  -2.73794  -1.09053  -0.839
N  -4.12763  -2.93538  0.34626  0.208
C  -4.73233  -4.12658  0.92578  -0.804
H  -4.33699  -5.50148  2.54867  0.426
H  -2.89646  -4.86753  1.73685  0.190
H  -3.08205  -3.70012  3.88634  0.424
H  -4.78141  -3.33481  3.57969  0.370
H  -2.69513  -1.70923  2.92462  0.301
H  -2.23092  -0.67340  -1.40228  0.129
H  -3.28953  0.50638  -0.68383  0.243
H  -4.34523  -1.03472  -2.41939  0.475
H  -5.22789  -0.87457  -0.89939  0.335
H  -3.32522  -3.15827  -1.59188  0.211
H  -5.08246  -3.27252  -1.45803  0.598
H  -4.76965  -4.88378  0.14205  0.545
H  -5.76319  -3.92830  1.24340  0.222



No. 6
Entry from the Open Molecules 2025 dataset: a structure of composition C27H24CoN5O2Se in a non-equilibrium geometry (ωB97M-V/def2-TZVPD).

Results
⟨S²⟩: 6.0165
Total charge: 0
2S+1: 5
Energy relative to the best compared isomer or geometry (same formula, charge and spin): 0.000 eV
LUMO energy (alpha / beta): -1.3 / -1.3 eV
Frontier orbital gap (alpha / beta): 6.3 / 6.2 eV

Each line ends with the Mulliken charge.
CARTESIAN COORDINATES (ANGSTROEM)
Co  -0.86621  0.36982  1.35150  0.167
O  5.50261  2.97986  3.32728  -0.589
N  5.50999  1.81316  3.01043  0.937
O  6.41086  1.01909  3.18582  -0.572
C  4.25962  1.28156  2.43222  0.222
C  4.47417  0.30285  1.55504  -0.957
C  3.37097  -0.37209  0.94447  1.289
C  3.51173  -1.39264  -0.00048  -0.524
C  2.38539  -2.07685  -0.40276  -1.108
C  1.16397  -1.65359  0.13960  -0.312
N  0.96818  -0.59512  0.91533  0.031
C  2.09669  0.05461  1.32947  -0.655
C  1.91415  1.09066  2.28050  0.548
N  0.66712  1.35690  2.64792  -0.192
C  0.37872  2.26338  3.54864  -0.459
C  1.42222  2.96816  4.13883  -0.911
C  2.71551  2.74515  3.80192  -0.623
C  2.97777  1.74628  2.86600  0.763
H  5.47201  -0.00782  1.29189  0.507
H  4.52947  -1.62836  -0.30249  0.450
H  2.43011  -2.88036  -1.11760  0.494
H  0.23549  -2.14080  -0.12614  0.589
H  -0.66465  2.42464  3.76516  0.619
H  1.17709  3.81758  4.79146  0.364
H  3.50269  3.31654  4.23495  0.573
C  -4.51786  -2.42681  -0.41264  -1.096
C  -3.09686  -2.79986  0.02809  -0.054
C  -2.20326  -2.77223  -1.19176  0.699
C  -1.98249  -3.92832  -1.94490  -0.791
C  -1.39177  -3.87117  -3.18317  -0.977
C  -0.98980  -2.64528  -3.68282  -1.124
C  -1.06079  -1.48910  -2.88243  0.807
C  -0.54049  -0.18312  -3.49171  -0.973
C  0.60027  0.60164  -2.79701  -0.798
C  -1.62013  -1.57505  -1.61444  -0.469
N  -1.66956  -0.41929  -0.79944  1.101
C  -2.30792  0.61467  -1.24445  -0.158
C  -2.14187  1.90558  -0.63608  -0.044
C  -2.55578  3.14759  -1.13630  -0.887
C  -2.18239  4.09330  -0.17808  -0.972
C  -1.50357  3.36632  0.83275  -0.285
N  -1.49318  2.05838  0.56132  0.003
H  -5.20734  -2.66692  0.41037  0.394
H  -4.86437  -2.96413  -1.32435  0.277
H  -4.57542  -1.36311  -0.57538  0.260
H  -3.07675  -3.78054  0.50515  0.607
H  -2.69295  -2.05423  0.71643  -0.675
H  -2.36597  -4.83432  -1.51202  0.471
H  -1.26816  -4.74088  -3.80907  0.421
H  -0.64385  -2.57173  -4.65507  0.544
H  -1.36511  0.51842  -3.64918  0.361
H  -0.17748  -0.42298  -4.48641  0.478
H  0.26894  1.21190  -1.93076  -0.008
H  1.01081  1.31916  -3.50164  0.454
H  1.41700  0.00093  -2.44012  0.207
H  -2.93831  0.55867  -2.10822  0.585
H  -3.12289  3.26378  -2.03479  0.503
H  -2.27699  5.14869  -0.21225  0.461
H  -1.00111  3.70564  1.71370  0.476
Se  -2.00830  -0.80823  3.05775  -0.449